1.
Here is a 9-piece molecular cluster, C46H107N13O10 overall at a distorted geometry from the OMol25 dataset. Energies are from wB97M-V/def2-TZVPD.

Its charge is 0. As for the SMILES: CC1(C)CCCC(C)(C)N1O.CC1(C)CCCC(C)(C)N1O.CC1(C)CCCC(C)(C)N1O.CC1(C)CCCC(C)(C)N1O.COCCNCCOC.NC(N)=O.NC(N)=O.NC(N)=O.NC(N)=O. The calculation puts the HOMO-LUMO gap at 7.30 eV.

Each atom is followed by the atoms it is bonded to, with distances in Å.
Geometry (Å):
1 C -1.39106 1.09414 0.96378  O2 1.414, H10 1.088, H11 1.088, H12 1.097
2 O -2.03508 2.21296 0.38718  C1 1.414, C3 1.416
3 C -1.30836 3.36141 -0.01189  O2 1.416, C4 1.538, H13 1.099, H14 1.088
4 C -0.18542 2.99251 -0.99648  C3 1.538, N5 1.498, H15 1.094, H16 1.099
5 N 1.11836 2.78274 -0.28970  C4 1.498, C6 1.450, H17 1.015
6 C 2.11392 2.11351 -1.10390  N5 1.450, C7 1.556, H18 1.093, H19 1.093
7 C 1.74181 0.71430 -1.67502  C6 1.556, O8 1.424, H20 1.097, H21 1.093
8 O 1.22229 -0.09393 -0.62433  C7 1.424, C9 1.423
9 C 0.54796 -1.24036 -1.12925  O8 1.423, H22 1.093, H23 1.098, H24 1.088
10 H -0.42378 0.88871 0.51046  C1 1.088
11 H -2.06060 0.24118 0.87851  C1 1.088
12 H -1.16998 1.26938 2.02410  C1 1.097
13 H -0.85887 3.78895 0.89530  C3 1.099
14 H -2.10294 4.02992 -0.33782  C3 1.088
15 H 0.01099 3.69517 -1.81111  C4 1.094
16 H -0.63891 2.15519 -1.54556  C4 1.099
17 H 0.89032 2.14572 0.46637  N5 1.015
18 H 2.98776 1.99994 -0.45786  C6 1.093
19 H 2.33009 2.78337 -1.94066  C6 1.093
20 H 2.69007 0.25322 -1.97633  C7 1.097
21 H 1.15140 0.81322 -2.58898  C7 1.093
22 H 1.11513 -1.84408 -1.84223  C9 1.093
23 H -0.27124 -0.82328 -1.72926  C9 1.098
24 H 0.17240 -1.77382 -0.25825  C9 1.088
25 C 6.16545 -1.59366 1.45101  C26 1.562, H36 1.096, H37 1.099, H38 1.084
26 C 5.39632 -0.53295 0.60067  C25 1.562, C27 1.521, N31 1.470, C35 1.547
27 C 6.42953 0.47012 0.11117  C26 1.521, C28 1.530, H39 1.098, H40 1.094
28 C 7.48103 -0.07233 -0.85854  C27 1.530, C29 1.530, H41 1.091, H42 1.093
29 C 6.69592 -0.56600 -2.07554  C28 1.530, C30 1.530, H43 1.093, H44 1.092
30 C 5.58648 -1.55679 -1.71873  C29 1.530, N31 1.484, C33 1.555, C34 1.540
31 N 4.74513 -0.99323 -0.63445  C26 1.470, C30 1.484, O32 1.399
32 O 3.60514 -1.77698 -0.42608  N31 1.399, H54 0.968
33 C 4.70205 -1.74542 -2.98344  C30 1.555, H45 1.091, H46 1.089, H47 1.090
34 C 6.11514 -2.96301 -1.38152  C30 1.540, H48 1.091, H49 1.090, H50 1.092
35 C 4.38193 0.24815 1.46833  C26 1.547, H51 1.089, H52 1.087, H53 1.090
36 H 5.70682 -2.58595 1.37324  C25 1.096
37 H 5.92355 -1.56414 2.52239  C25 1.099
38 H 7.24408 -1.55820 1.35084  C25 1.084
39 H 5.88746 1.17765 -0.52956  C27 1.098
40 H 6.85153 1.15112 0.85570  C27 1.094
41 H 8.13504 -0.81492 -0.39850  C28 1.091
42 H 8.15566 0.72597 -1.17778  C28 1.093
43 H 7.34418 -1.08278 -2.78820  C29 1.093
44 H 6.28858 0.28721 -2.62121  C29 1.092
45 H 3.98365 -2.51070 -2.68696  C33 1.091
46 H 4.25053 -0.79540 -3.26726  C33 1.089
47 H 5.23107 -2.17298 -3.83461  C33 1.090
48 H 6.21806 -3.62508 -2.24220  C34 1.091
49 H 7.05036 -2.89449 -0.82504  C34 1.090
50 H 5.39015 -3.50529 -0.77049  C34 1.092
51 H 3.49811 -0.38831 1.47387  C35 1.089
52 H 4.27294 1.27853 1.14079  C35 1.087
53 H 4.78516 0.27036 2.48069  C35 1.090
54 H 2.85443 -1.17264 -0.33908  O32 0.968
55 C -0.44478 -4.48795 6.30022  C56 1.534, H66 1.098, H67 1.093, H68 1.087
56 C 0.71198 -4.19457 5.33675  C55 1.534, C57 1.549, N61 1.463, C65 1.546
57 C 0.54580 -5.18361 4.15577  C56 1.549, C58 1.505, H69 1.091, H70 1.095
58 C 1.54371 -4.93875 3.05563  C57 1.505, C59 1.538, H71 1.093, H72 1.091
59 C 1.27754 -3.50288 2.57375  C58 1.538, C60 1.511, H73 1.092, H74 1.096
60 C 1.42667 -2.42844 3.62504  C59 1.511, N61 1.495, C63 1.558, C64 1.525
61 N 0.60494 -2.83490 4.80632  C56 1.463, C60 1.495, O62 1.410
62 O 0.31589 -1.82147 5.74306  N61 1.410, H84 0.972
63 C 2.88377 -2.21721 4.13441  C60 1.558, H75 1.094, H76 1.090, H77 1.095
64 C 0.75867 -1.19146 3.03315  C60 1.525, H78 1.097, H79 1.091, H80 1.092
65 C 2.03238 -4.58301 6.04037  C56 1.546, H81 1.094, H82 1.092, H83 1.090
66 H -1.30642 -3.96996 5.85839  C55 1.098
67 H -0.37014 -3.89028 7.21248  C55 1.093
68 H -0.81348 -5.48762 6.51459  C55 1.087
69 H 0.54709 -6.19225 4.57109  C57 1.091
70 H -0.43200 -4.96087 3.71611  C57 1.095
71 H 1.32410 -5.71506 2.31877  C58 1.093
72 H 2.58347 -5.02468 3.37514  C58 1.091
73 H 0.29784 -3.51740 2.09119  C59 1.092
74 H 2.01311 -3.35194 1.77566  C59 1.096
75 H 2.92286 -2.15158 5.22593  C63 1.094
76 H 3.69907 -2.90790 3.91773  C63 1.090
77 H 3.24823 -1.21947 3.87047  C63 1.095
78 H 0.93814 -0.30931 3.66080  C64 1.097
79 H 1.03264 -0.85979 2.03025  C64 1.091
80 H -0.33023 -1.20823 3.10802  C64 1.092
81 H 2.33666 -3.87452 6.81637  C65 1.094
82 H 2.93918 -4.57918 5.43186  C65 1.092
83 H 1.89522 -5.60020 6.40580  C65 1.090
84 H 1.18469 -1.63547 6.13740  O62 0.972
85 C -4.55909 2.42344 -2.61297  C86 1.546, H96 1.091, H97 1.091, H98 1.091
86 C -5.12396 3.81914 -2.96573  C85 1.546, C87 1.529, N91 1.458, C95 1.571
87 C -5.29818 3.88430 -4.48344  C86 1.529, C88 1.503, H99 1.091, H100 1.094
88 C -6.61795 3.30645 -4.90997  C87 1.503, C89 1.535, H101 1.094, H102 1.098
89 C -7.73172 4.06979 -4.18048  C88 1.535, C90 1.529, H103 1.091, H104 1.093
90 C -7.68345 3.88005 -2.66427  C89 1.529, N91 1.471, C93 1.533, C94 1.548
91 N -6.31549 4.13837 -2.18819  C86 1.458, C90 1.471, O92 1.396
92 O -6.16195 4.09007 -0.80127  N91 1.396, H114 0.984
93 C -8.66768 4.89978 -2.08042  C90 1.533, H105 1.096, H106 1.089, H107 1.095
94 C -8.06072 2.41171 -2.35012  C90 1.548, H108 1.084, H109 1.092, H110 1.095
95 C -4.08084 4.94106 -2.61587  C86 1.571, H111 1.093, H112 1.087, H113 1.087
96 H -5.25328 1.63726 -2.91470  C85 1.091
97 H -4.44210 2.28977 -1.53626  C85 1.091
98 H -3.58907 2.20735 -3.06226  C85 1.091
99 H -5.23398 4.89019 -4.90079  C87 1.091
100 H -4.57380 3.27775 -5.03473  C87 1.094
101 H -6.85555 2.23880 -4.87413  C88 1.094
102 H -6.82067 3.45678 -5.97821  C88 1.098
103 H -8.72354 3.73639 -4.49092  C89 1.091
104 H -7.64873 5.13771 -4.39976  C89 1.093
105 H -8.37640 5.92585 -2.33254  C93 1.096
106 H -9.72771 4.81537 -2.31518  C93 1.089
107 H -8.55387 5.01479 -0.99727  C93 1.095
108 H -7.18984 1.77167 -2.26399  C94 1.084
109 H -8.70895 2.39127 -1.47208  C94 1.092
110 H -8.70135 1.95107 -3.10945  C94 1.095
111 H -3.15640 4.69104 -3.14229  C95 1.093
112 H -3.88303 4.96072 -1.54722  C95 1.087
113 H -4.51390 5.86167 -2.99845  C95 1.087
114 H -6.31536 3.15107 -0.54968  O92 0.984
115 C -4.34722 -4.90568 -0.21657  C116 1.570, H126 1.091, H127 1.090, H128 1.090
116 C -2.94621 -4.28854 0.13346  C115 1.570, C117 1.557, N121 1.470, C125 1.557
117 C -2.34847 -5.04725 1.35478  C116 1.557, C118 1.519, H129 1.094, H130 1.096
118 C -1.48725 -6.25196 1.01777  C117 1.519, C119 1.544, H131 1.100, H132 1.088
119 C -0.45128 -5.90127 -0.07270  C118 1.544, C120 1.506, H133 1.089, H134 1.101
120 C -1.01521 -5.28387 -1.32529  C119 1.506, N121 1.438, C123 1.525, C124 1.594
121 N -2.05204 -4.33164 -1.03193  C116 1.470, C120 1.438, O122 1.420
122 O -2.67736 -3.81533 -2.19746  N121 1.420, H144 0.969
123 C 0.14561 -4.67409 -2.10444  C120 1.525, H135 1.089, H136 1.091, H137 1.093
124 C -1.59186 -6.48280 -2.20305  C120 1.594, H138 1.092, H139 1.090, H140 1.089
125 C -3.08712 -2.78998 0.53156  C116 1.557, H141 1.089, H142 1.087, H143 1.093
126 H -4.77941 -4.32422 -1.03200  C115 1.091
127 H -5.02002 -4.77532 0.63084  C115 1.090
128 H -4.30297 -5.94963 -0.52599  C115 1.090
129 H -1.97660 -4.43236 2.17909  C117 1.094
130 H -3.24854 -5.43944 1.84255  C117 1.096
131 H -2.20338 -6.91931 0.51672  C118 1.100
132 H -1.09993 -6.90042 1.80109  C118 1.088
133 H 0.27406 -6.69991 -0.22287  C119 1.089
134 H 0.16052 -5.11630 0.39883  C119 1.101
135 H 1.04430 -5.28053 -2.20431  C123 1.089
136 H -0.09336 -4.22249 -3.06796  C123 1.091
137 H 0.41464 -3.81034 -1.49052  C123 1.093
138 H -2.10467 -6.10607 -3.09091  C124 1.092
139 H -0.69870 -6.97910 -2.58285  C124 1.090
140 H -2.30707 -7.11945 -1.68478  C124 1.089
141 H -3.80499 -2.30375 -0.12815  C125 1.089
142 H -2.11989 -2.29557 0.50538  C125 1.087
143 H -3.50457 -2.78858 1.54120  C125 1.093
144 H -3.25063 -4.54725 -2.46971  O122 0.969
145 C 1.60987 5.51345 2.11744  O146 1.235, N147 1.351, N148 1.366
146 O 0.97318 4.55216 2.56009  C145 1.235
147 N 2.19715 5.56293 0.90211  C145 1.351, H149 0.999, H150 1.022
148 N 1.81125 6.62083 2.89179  C145 1.366, H151 1.003, H152 1.000
149 H 2.57999 6.37351 0.46127  N147 0.999
150 H 1.96581 4.67840 0.44506  N147 1.022
151 H 2.12938 7.43220 2.39560  N148 1.003
152 H 1.63493 6.59123 3.87587  N148 1.000
153 C -6.22668 1.74954 1.72724  O154 1.244, N155 1.352, N156 1.351
154 O -7.02938 2.07855 0.83592  C153 1.244
155 N -6.67986 1.15981 2.85597  C153 1.352, H157 1.006, H158 1.001
156 N -4.90264 1.66082 1.47174  C153 1.351, H159 1.006, H160 1.006
157 H -7.67729 1.25972 2.93915  N155 1.006
158 H -6.17402 0.50024 3.41352  N155 1.001
159 H -4.25764 1.52069 2.23110  N156 1.006
160 H -4.53386 2.12788 0.66026  N156 1.006
161 C 2.24856 5.75121 -3.40755  O162 1.226, N163 1.373, N164 1.360
162 O 1.11945 5.42014 -3.75113  C161 1.226
163 N 3.13544 6.33595 -4.27776  C161 1.373, H165 1.002, H166 1.001
164 N 2.81388 5.51645 -2.19329  C161 1.360, H167 1.003, H168 1.017
165 H 4.09119 6.34319 -3.97538  N163 1.002
166 H 2.81846 6.58996 -5.19220  N163 1.001
167 H 2.34704 4.98486 -1.48200  N164 1.003
168 H 3.82248 5.52139 -2.06314  N164 1.017
169 C 6.16871 4.59097 -0.55688  O170 1.233, N171 1.361, N172 1.358
170 O 5.43773 5.19857 -1.34298  C169 1.233
171 N 7.52649 4.59623 -0.65688  C169 1.361, H173 1.005, H174 1.002
172 N 5.67870 3.67570 0.31810  C169 1.358, H175 1.006, H176 1.001
173 H 7.95707 5.44916 -0.96805  N171 1.005
174 H 8.03273 3.92894 -0.10691  N171 1.002
175 H 4.72668 3.36472 0.22190  N172 1.006
176 H 6.31506 3.00437 0.70175  N172 1.001

=====

2.
Here is a 2-piece molecular cluster, C6H17NO overall at a distorted geometry from the OMol25 dataset. Energies are from wB97M-V/def2-TZVPD.

Its charge is 0. As for the SMILES: CCCCNCC.O. The calculation puts the HOMO-LUMO gap at 9.16 eV.

Each atom is followed by the atoms it is bonded to, with distances in Å.
Geometry (Å):
1 C -0.57022 -0.13552 -0.59745  N2 1.467, C5 1.524, H8 1.172, H9 1.125
2 N 0.24069 -1.35755 -0.58611  C1 1.467, C3 1.495, H10 1.026
3 C -0.34754 -2.60751 -1.15674  N2 1.495, C4 1.554, H11 1.106, H12 1.184
4 C -0.16067 -3.03900 -2.63774  C3 1.554, H13 1.098, H14 1.149, H15 1.103
5 C -1.47684 -0.07227 0.62633  C1 1.524, C7 1.528, H16 1.098, H17 1.138
6 C -1.24265 2.29319 1.42484  C7 1.617, H18 1.138, H19 1.159, H20 1.145
7 C -0.93291 0.75003 1.79349  C5 1.528, C6 1.617, H21 1.133, H22 1.089
8 H 0.06908 0.84637 -0.59562  C1 1.172
9 H -1.07016 -0.02634 -1.59972  C1 1.125
10 H 1.24381 -1.19805 -0.72766  N2 1.026
11 H 0.14248 -3.40515 -0.56728  C3 1.106
12 H -1.43658 -2.77670 -0.72498  C3 1.184
13 H -0.29872 -4.10716 -2.85310  C4 1.098
14 H 0.93573 -2.93269 -2.96304  C4 1.149
15 H -0.88554 -2.59265 -3.33900  C4 1.103
16 H -1.67955 -1.13327 0.82364  C5 1.098
17 H -2.55181 0.22858 0.40625  C5 1.138
18 H -1.61594 2.74667 2.39956  C6 1.138
19 H -0.26354 2.88507 1.23892  C6 1.159
20 H -1.87829 2.37692 0.47624  C6 1.145
21 H 0.17931 0.61533 1.96227  C7 1.133
22 H -1.34878 0.55422 2.78108  C7 1.089
23 H 5.20852 3.40546 1.01022  O25 0.961
24 H 4.56209 4.35635 2.12043  O25 1.038
25 O 5.17802 4.32563 1.28516  H23 0.961, H24 1.038

=====

3.
Here is one molecule with the formula C4H8O2 from the OMol25 dataset. Energies are from wB97M-V/def2-TZVPD.

Its charge is 0. As for the SMILES: CC(=O)CCO. The calculation puts the HOMO-LUMO gap at 10.79 eV.

Each atom is followed by the atoms it is bonded to, with distances in Å.
Geometry (Å):
1 C -0.15444 -0.51625 2.03895  C2 1.509, H7 1.095, H8 1.097, H9 1.091
2 C -0.48274 -0.32358 0.57888  C1 1.509, O3 1.219, C4 1.518
3 O -1.37366 -0.96550 0.04843  C2 1.219
4 C 0.32618 0.68850 -0.21236  C2 1.518, C5 1.533, H10 1.099, H11 1.096
5 C 0.53546 0.23970 -1.66318  C4 1.533, O6 1.404, H12 1.103, H13 1.095
6 O -0.67143 0.17040 -2.37625  C5 1.404, H14 0.971
7 H 0.92333 -0.64675 2.17875  C1 1.095
8 H -0.44921 0.37150 2.61115  C1 1.097
9 H -0.69307 -1.38372 2.42275  C1 1.091
10 H -0.23270 1.63426 -0.22141  C4 1.099
11 H 1.28508 0.88202 0.28243  C4 1.096
12 H 1.07073 -0.72513 -1.66926  C5 1.103
13 H 1.17147 0.96725 -2.17720  C5 1.095
14 H -1.25501 -0.39269 -1.84168  O6 0.971

=====

4.
Here is one molecule with the formula C4H7NO from the OMol25 dataset. Energies are from wB97M-V/def2-TZVPD.

Its charge is 0. As for the SMILES: O[C@H]1C[C@H]2N[C@@H]12. The calculation puts the HOMO-LUMO gap at 10.40 eV.

Each atom is followed by the atoms it is bonded to, with distances in Å.
Geometry (Å):
1 O -0.54704 -1.78795 -1.08401  C2 1.398, H7 0.967
2 C -0.16853 -0.44944 -0.94653  O1 1.398, C3 1.594, C6 1.518, H8 1.094
3 C -1.03751 0.65969 -0.20174  C2 1.594, C4 1.522, H9 1.094, H10 1.095
4 C 0.19027 0.94881 0.64949  C3 1.522, N5 1.470, C6 1.478, H11 1.085
5 N 0.44839 -0.29990 1.37996  C4 1.470, C6 1.478, H12 1.020
6 C 0.96914 -0.13084 0.00722  C2 1.518, C4 1.478, N5 1.478, H13 1.084
7 H -0.49980 -2.20010 -0.21083  O1 0.967
8 H 0.06212 -0.11199 -1.96080  C2 1.094
9 H -1.90797 0.34323 0.38141  C3 1.094
10 H -1.32166 1.49408 -0.85087  C3 1.095
11 H 0.54256 1.91033 1.00907  C4 1.085
12 H 1.23800 -0.13927 2.00468  N5 1.020
13 H 2.03201 -0.23666 -0.17705  C6 1.084

=====

The evaluated energy relative to the best compared isomer or geometry (same formula, charge and spin) for the records listed, in turn: 207.1 212.8 75.5 259.2 kJ/mol.